25
Properties=species:S:1:pos:R:3:mulliken_charge:R:1 method="wB97M-V/def2-TZVPD" smiles=COc1cncn1C(C)(C)C energy_ev=-13548.7273 mol_weight_g_mol=154.21 fmax_ha_per_bohr=0.093 total_charge=0 e_above_lowest_ev=1.937 e_homo_ha=-0.2983
C -2.33 -1.10 -0.12 -0.565
C -0.40 -2.08 0.00 -0.032
C -1.36 -0.10 -0.09 0.121
C 2.33 -1.19 -0.27 -1.826
C 1.37 0.49 1.32 -1.513
C 1.21 0.92 -1.06 -1.738
C -2.69 1.74 -0.13 -0.950
C 1.25 -0.18 0.01 1.566
N -1.69 -2.29 0.07 -0.675
N -0.05 -0.78 -0.15 0.279
O -1.39 1.25 -0.29 -0.250
H -3.31 -0.97 0.24 0.455
H 0.31 -2.84 0.28 0.397
H 2.27 -1.56 -1.35 0.371
H 3.25 -0.53 -0.28 0.459
H 2.68 -1.92 0.49 0.429
H 0.61 1.21 1.51 0.337
H 1.20 -0.35 2.05 0.390
H 2.34 0.94 1.66 0.325
H 0.54 1.62 -0.58 0.444
H 2.20 1.24 -1.16 0.552
H 0.71 0.58 -1.93 0.422
H -2.69 2.92 -0.35 0.220
H -3.03 1.67 0.93 0.364
H -3.34 1.31 -0.81 0.418

53
Properties=species:S:1:pos:R:3:mulliken_charge:R:1 method="wB97M-V/def2-TZVPD" energy_ev=-58100.7578 mol_weight_g_mol=497.07 fmax_ha_per_bohr=0.165 total_charge=+2 e_above_lowest_ev=0.431 e_homo_ha=-0.4922
C -1.24 -3.76 -1.01 -0.295
C -0.71 -2.49 -1.20 -0.025
C -1.59 -1.36 -1.12 -0.074
C -2.99 -1.56 -0.81 0.897
C -3.47 -2.88 -0.63 -0.871
C -2.61 -3.96 -0.74 -0.858
C -3.78 -0.42 -0.61 -0.838
C -3.26 0.87 -0.77 0.962
C -1.86 0.98 -1.11 -0.125
C -1.26 2.28 -1.19 0.021
C -2.05 3.40 -0.96 -0.351
C -3.42 3.29 -0.65 -0.881
C -4.01 2.05 -0.56 -0.907
H -0.58 -4.63 -1.07 0.465
H -4.52 -3.02 -0.39 0.459
H -2.99 -4.97 -0.59 0.405
H -4.82 -0.55 -0.34 0.482
H -1.59 4.39 -1.01 0.487
H -4.00 4.19 -0.48 0.406
H -5.07 1.94 -0.30 0.467
N -1.08 -0.11 -1.22 -0.237
Zr 1.02 0.19 1.74 -0.426
C 0.77 -2.24 -1.40 -0.941
H 0.91 -1.36 -2.05 0.394
H 1.24 -3.14 -1.83 0.773
C 0.23 2.37 -1.46 -1.125
H 0.52 1.58 -2.17 0.472
H 0.47 3.36 -1.87 0.820
P 1.63 -1.85 0.19 0.993
P 1.26 2.11 0.07 1.462
C 1.06 3.70 0.93 -1.400
H 1.73 3.72 1.80 0.435
H 1.31 4.53 0.26 0.407
H 0.03 3.81 1.29 0.476
C 2.92 2.24 -0.67 -1.176
H 3.02 3.20 -1.21 0.417
H 3.67 2.18 0.11 0.328
H 3.07 1.41 -1.37 0.344
C 1.48 -3.40 1.14 -1.284
H 1.83 -4.25 0.54 0.386
H 2.08 -3.32 2.06 0.399
H 0.43 -3.55 1.42 0.428
C 3.38 -1.85 -0.33 -1.156
H 4.02 -1.67 0.54 0.393
H 3.62 -2.81 -0.78 0.419
H 3.54 -1.04 -1.05 0.327
C -0.06 1.38 3.26 0.410
O -0.74 2.02 3.97 -0.068
H -0.70 -0.19 1.61 0.030
Cl 4.18 0.85 2.39 -0.094
C 2.93 -0.29 2.88 -0.950
H 3.34 -1.31 2.80 0.361
H 2.72 -0.07 3.94 0.554

13
Properties=species:S:1:pos:R:3:mulliken_charge:R:1 method="wB97M-V/def2-TZVPD" s2=2.029 energy_ev=-7793.0350 mol_weight_g_mol=92.12 multiplicity=3 fmax_ha_per_bohr=0.130 total_charge=+1 e_above_lowest_ev=2.805 e_homo_ha="-0.4649 / -0.5692"
C -1.42 0.38 -0.64 -0.054
C -0.44 0.75 -1.41 -0.362
C 2.14 0.28 0.08 0.003
C -1.05 -0.50 0.57 -0.911
C 0.39 -0.94 0.54 0.212
C 1.06 -0.34 -0.58 -0.131
N 1.37 0.13 1.11 -0.249
H -2.50 0.74 -0.59 0.370
H -0.12 1.52 -2.10 0.396
H 3.05 0.86 0.01 0.393
H -1.20 0.19 1.38 0.357
H -1.89 -1.24 0.75 0.420
H 0.61 -1.84 0.89 0.556

115
Properties=species:S:1:pos:R:3:mulliken_charge:R:1 method="wB97M-V/def2-TZVPD" s2=0.753 energy_ev=-91390.6826 mol_weight_g_mol=888.78 multiplicity=2 fmax_ha_per_bohr=0.112 total_charge=-1 e_homo_ha="-0.0175 / -0.1993"
C 21.18 14.13 -7.01 -0.689
O 20.21 13.17 -7.26 -0.403
C 20.65 12.03 -8.03 -0.262
C 20.09 11.97 -9.39 -0.579
O 18.87 11.18 -9.41 -0.452
C 19.12 9.79 -9.72 0.459
C 18.06 8.93 -9.10 -0.628
O 18.68 7.66 -8.83 -0.075
C 19.36 7.60 -7.55 0.396
H 21.46 14.47 -8.01 0.318
H 21.99 13.69 -6.43 0.273
H 20.84 14.84 -6.26 0.252
H 20.44 11.15 -7.42 0.258
H 21.73 12.01 -8.17 0.368
H 20.84 11.76 -10.15 0.372
H 19.76 12.98 -9.63 0.327
H 20.12 9.48 -9.42 -0.325
H 19.28 9.60 -10.78 0.237
H 17.28 8.69 -9.82 0.293
H 17.67 9.39 -8.19 0.223
H 19.96 8.51 -7.41 -0.077
H 20.08 6.78 -7.53 -0.339
H 18.72 7.57 -6.67 0.104
C 18.65 3.72 -5.47 -0.141
C 19.18 3.49 -6.91 0.563
O 20.52 2.97 -6.85 -0.426
C 21.57 3.82 -6.74 0.001
O 21.49 5.05 -6.67 -0.579
C 22.90 3.20 -6.82 0.695
F 23.33 3.00 -8.13 -0.390
F 23.87 3.95 -6.34 -0.192
F 22.92 2.05 -6.25 -0.274
H 19.38 3.53 -4.69 -0.357
H 17.85 2.99 -5.34 0.484
H 18.14 4.67 -5.31 -0.104
H 19.16 4.46 -7.41 -0.671
H 18.57 2.81 -7.51 0.417
C 22.97 8.10 -8.13 -1.108
C 24.31 7.36 -8.28 0.456
C 24.62 6.49 -9.57 -0.305
O 25.98 6.86 -9.90 -0.359
C 26.26 8.05 -9.36 0.612
O 27.31 8.70 -9.51 -0.609
O 25.24 8.37 -8.47 -0.394
H 22.81 8.73 -9.01 0.239
H 22.92 8.69 -7.22 0.493
H 22.20 7.33 -8.10 0.160
H 24.70 6.83 -7.40 0.273
H 23.99 6.79 -10.41 0.286
H 24.58 5.41 -9.46 0.198
C 18.25 3.78 -11.13 -1.542
C 17.27 4.77 -10.35 1.314
C 16.52 5.68 -11.29 0.140
O 15.12 5.61 -10.90 -0.350
C 15.07 4.62 -10.00 0.554
O 14.05 4.30 -9.40 -0.622
O 16.25 4.07 -9.78 -0.303
H 17.75 3.57 -12.08 0.473
H 18.36 2.90 -10.51 0.293
H 19.24 4.13 -11.42 0.342
H 17.90 5.29 -9.64 -0.414
H 16.62 5.54 -12.37 0.297
H 16.79 6.68 -10.97 -0.167
C 19.60 5.83 0.10 -1.610
C 20.45 5.35 -1.05 0.626
C 19.53 4.95 -2.15 0.067
O 19.97 5.83 -3.24 -0.001
C 20.99 6.61 -2.80 0.429
O 21.53 7.49 -3.47 -0.653
O 21.15 6.45 -1.52 -0.389
H 18.62 5.35 0.16 0.383
H 19.38 6.89 0.11 0.359
H 20.09 5.68 1.05 0.393
H 21.18 4.60 -0.74 0.238
H 18.51 5.28 -1.92 -0.251
H 19.54 3.96 -2.60 0.422
C 15.58 6.99 -5.69 -1.226
C 14.88 6.93 -4.27 0.450
C 13.97 5.75 -3.98 -0.521
O 14.35 5.22 -2.73 -0.325
C 15.45 5.89 -2.30 0.634
O 16.18 5.63 -1.36 -0.576
O 15.85 6.82 -3.22 -0.325
H 16.57 6.55 -5.81 0.075
H 15.77 8.04 -5.90 0.402
H 14.94 6.60 -6.48 0.451
H 14.29 7.84 -4.14 0.256
H 14.35 5.13 -4.79 0.342
H 12.91 5.96 -4.12 0.322
C 18.56 -0.87 -7.46 -1.364
C 18.32 -2.18 -8.24 0.291
C 18.78 -3.42 -7.39 -0.523
O 17.64 -3.60 -6.48 -0.325
C 16.54 -3.01 -7.10 0.678
O 15.37 -3.10 -6.61 -0.593
O 16.92 -2.40 -8.23 -0.345
H 19.59 -0.50 -7.48 0.500
H 18.40 -1.06 -6.40 0.314
H 17.86 -0.09 -7.75 0.334
H 18.90 -2.21 -9.16 0.405
H 19.52 -3.03 -6.70 0.324
H 19.08 -4.32 -7.93 0.295
C 24.62 6.34 -2.72 -1.313
C 24.30 4.87 -3.03 0.446
C 24.27 4.06 -1.77 -0.655
O 23.44 2.96 -2.27 -0.444
C 22.59 3.38 -3.22 0.564
O 21.63 2.69 -3.63 -0.600
O 23.08 4.58 -3.59 0.113
H 24.95 6.92 -3.58 0.263
H 25.48 6.31 -2.05 0.424
H 23.83 6.91 -2.22 0.223
H 25.07 4.41 -3.65 0.356
H 23.76 4.68 -1.04 0.272
H 25.23 3.69 -1.43 0.350

14
Properties=species:S:1:pos:R:3:mulliken_charge:R:1 method="wB97M-V/def2-TZVPD" energy_ev=-6227.0347 mol_weight_g_mol=73.12 fmax_ha_per_bohr=0.116 total_charge=+1 e_above_lowest_ev=4.014 e_homo_ha="-0.4989 / -0.4990"
C 1.33 0.25 0.17 0.132
C -1.65 -0.85 -0.25 -0.866
C -1.30 0.55 0.09 -0.438
N 1.35 -0.67 -0.74 -0.271
N 2.21 0.71 1.02 -0.303
H -2.66 -1.20 0.35 0.312
H -0.98 -1.64 0.14 0.335
H -1.57 -0.94 -1.30 0.377
H -1.24 1.20 -0.74 0.386
H -1.37 1.00 1.04 0.356
H 0.62 -0.75 -1.35 0.222
H 2.23 -1.28 -0.97 0.258
H 2.00 1.56 1.60 0.272
H 3.17 0.38 1.15 0.230

110
Properties=species:S:1:pos:R:3:mulliken_charge:R:1 method="wB97M-V/def2-TZVPD" energy_ev=-67716.0434 mol_weight_g_mol=762.95 fmax_ha_per_bohr=0.077 total_charge=0 e_above_lowest_ev=9.269 e_homo_ha=-0.2740
C -0.57 -3.25 1.58 -0.805
C -1.67 -2.74 2.50 2.371
C -2.94 -3.48 2.02 -1.975
C -1.36 -3.17 3.93 -1.650
C -1.80 -1.21 2.27 0.068
C -2.56 -0.79 1.18 -0.235
C -3.23 0.42 1.22 -1.545
C -3.14 1.22 2.35 -0.150
C -2.17 1.00 3.33 -0.259
C -2.13 1.97 4.55 2.439
C -0.73 2.51 4.78 -1.358
C -2.66 1.28 5.81 -1.771
C -3.02 3.19 4.31 -2.303
C -1.34 -0.15 3.12 -1.004
N -0.01 -0.25 3.72 1.613
C 0.14 -0.56 5.16 -1.965
C 1.61 -0.67 5.38 -0.081
N 2.19 -0.49 4.03 1.644
C 3.65 -0.58 3.91 -1.725
C 4.27 -1.85 3.82 0.729
C 3.60 -3.26 3.96 2.178
C 4.32 -4.31 3.09 -1.835
C 2.18 -3.33 3.46 -0.649
C 3.75 -3.70 5.42 -1.813
C 5.65 -1.87 3.59 -0.221
C 6.33 -0.73 3.19 -1.694
C 5.73 0.51 3.34 0.012
C 4.45 0.60 3.88 0.542
C 4.05 2.00 4.46 1.750
C 4.70 3.17 3.69 -1.934
C 4.61 2.01 5.89 -1.930
C 2.57 2.26 4.48 -0.956
C 1.21 -0.21 3.08 -0.931
C 1.43 -0.17 1.57 2.338
C 2.95 0.04 1.35 0.775
C 3.82 -0.93 0.84 0.289
C 4.92 -0.53 0.08 -1.185
C 5.31 0.80 -0.01 -1.068
C 4.55 1.74 0.65 -1.153
C 3.38 1.38 1.33 -0.777
H 0.31 -2.59 1.63 -0.479
H -0.25 -4.27 1.85 0.503
H -0.89 -3.27 0.54 0.451
H -3.84 -3.14 2.55 0.374
H -3.08 -3.36 0.94 0.342
H -2.81 -4.55 2.22 0.474
H -2.00 -2.68 4.67 0.145
H -1.52 -4.25 4.03 0.591
H -0.31 -3.00 4.16 0.426
H -2.67 -1.44 0.30 0.494
H -3.89 0.74 0.40 0.387
H -3.83 2.06 2.44 0.434
H -0.33 2.99 3.88 0.289
H -0.73 3.23 5.61 0.620
H -0.03 1.73 5.04 0.003
H -3.74 1.14 5.76 0.451
H -2.22 0.29 5.98 0.131
H -2.44 1.90 6.69 0.399
H -4.09 2.93 4.29 0.470
H -2.90 3.90 5.14 0.410
H -2.75 3.71 3.39 0.405
H -0.32 0.21 5.79 0.797
H -0.40 -1.47 5.45 0.817
H 2.01 0.09 6.07 0.734
H 1.91 -1.64 5.82 -0.193
H 5.35 -4.50 3.41 0.568
H 3.77 -5.26 3.15 0.432
H 4.33 -3.99 2.04 0.316
H 1.51 -2.67 4.00 -1.210
H 2.13 -3.09 2.40 0.181
H 1.79 -4.35 3.59 0.955
H 3.25 -3.02 6.12 0.238
H 3.31 -4.70 5.56 0.438
H 4.81 -3.74 5.70 0.415
H 6.20 -2.81 3.65 0.256
H 7.36 -0.79 2.82 0.416
H 6.27 1.41 3.04 0.194
H 4.42 3.15 2.63 0.281
H 4.33 4.12 4.09 0.490
H 5.79 3.17 3.75 0.425
H 4.21 1.16 6.45 0.374
H 5.70 1.92 5.87 0.399
H 4.33 2.94 6.40 0.441
H 2.12 1.94 5.42 0.658
H 2.34 3.33 4.34 0.657
H 2.06 1.76 3.66 -0.338
H 1.07 -1.20 1.37 -1.811
H 3.58 -1.99 1.03 0.423
H 5.46 -1.31 -0.46 0.440
H 6.21 1.08 -0.54 0.362
H 4.81 2.78 0.59 0.543
H 2.78 2.16 1.83 1.331
O -3.28 2.58 -2.32 -0.645
N -2.61 1.54 -2.41 1.016
O -2.63 0.82 -3.45 -0.666
C -1.76 1.10 -1.33 -0.838
C -1.11 -0.16 -1.46 -0.123
C 0.02 -0.49 -0.74 -1.104
N 0.54 -1.81 -0.97 0.944
O -0.09 -2.63 -1.70 -0.747
O 1.63 -2.18 -0.49 -0.518
C 0.76 0.45 0.29 1.132
C -0.09 1.64 0.44 -0.814
N 0.20 2.69 1.27 0.658
O 1.11 2.99 2.05 -0.678
O -0.98 3.50 1.27 -0.220
N -1.90 3.05 0.39 -0.589
C -1.27 1.99 -0.27 0.852
H -1.57 -0.88 -2.14 0.613
H 1.67 0.78 -0.41 0.603

43
Properties=species:S:1:pos:R:3:mulliken_charge:R:1 method="wB97M-V/def2-TZVPD" energy_ev=-102376.3568 mol_weight_g_mol=589.36 fmax_ha_per_bohr=0.029 total_charge=+1 e_homo_ha=-0.4148
Au 0.15 -0.49 1.20 0.751
O 3.14 -0.51 -3.37 -0.632
C 2.73 0.76 -3.18 0.525
C 3.11 1.67 -4.17 -0.739
C 2.75 2.99 -4.06 -0.249
C 1.99 3.46 -2.98 -0.962
C 1.61 2.57 -2.01 -0.440
C 1.96 1.20 -2.09 0.333
C 1.52 0.31 -1.05 1.064
O 0.70 0.82 -0.13 -0.582
N 1.93 -0.95 -1.04 -1.196
N 1.38 -1.58 0.04 0.150
C 1.59 -2.79 0.36 -0.020
C 0.90 -3.26 1.59 0.732
C 1.03 -4.54 2.07 -0.822
C 0.38 -4.89 3.24 -0.177
C -0.39 -3.95 3.90 -0.824
C -0.49 -2.68 3.36 0.156
N 0.13 -2.34 2.24 -0.418
H 2.85 -1.04 -2.60 0.540
H 3.70 1.31 -5.00 0.454
H 3.06 3.69 -4.83 0.390
H 1.72 4.50 -2.90 0.441
H 1.02 2.90 -1.17 0.369
H 2.24 -3.43 -0.23 0.472
H 1.65 -5.25 1.53 0.400
H 0.47 -5.90 3.64 0.445
H -0.91 -4.19 4.81 0.408
H -1.09 -1.90 3.83 0.357
C -2.76 0.28 -0.45 -0.933
Si -2.74 1.57 0.85 0.403
C -4.34 1.80 1.70 -1.028
C -1.94 3.12 0.32 -0.366
Se -1.34 0.78 2.57 -0.371
H -3.49 0.54 -1.23 0.403
H -3.04 -0.69 -0.04 0.282
H -1.78 0.19 -0.94 0.232
H -5.02 2.32 1.02 0.333
H -4.25 2.41 2.61 0.332
H -4.80 0.85 1.97 0.287
H -2.61 3.69 -0.34 0.404
H -1.02 2.92 -0.24 -0.237
H -1.70 3.76 1.17 0.333

7
Properties=species:S:1:pos:R:3:mulliken_charge:R:1 method="wB97M-V/def2-TZVPD" energy_ev=-18509.5231 mol_weight_g_mol=102.00 fmax_ha_per_bohr=0.080 total_charge=0 e_above_lowest_ev=2.291 e_homo_ha=-0.3889
C -1.22 0.20 -0.04 -0.571
F 1.11 0.25 -1.36 -0.179
F 1.16 1.27 0.79 -0.187
F 1.90 -1.62 0.40 -0.543
P 0.45 0.07 0.05 0.917
H -1.76 0.34 0.88 0.293
H -1.66 -0.52 -0.72 0.270